The following is a DFT calculation (ωB97M-V with the def2-TZVPD basis set) of a structure of composition C25H28BeN4OSeSi2 in a non-equilibrium geometry.

Last column: Mulliken charge in e.
Geometry (Å):
Be 1.04 1.60 -1.89  -0.941
C -0.83 0.60 4.59  -0.995
Si -2.02 -0.42 3.67  0.287
C -3.54 0.55 3.00  -1.099
C -2.70 -1.90 4.65  0.205
C -3.54 -2.05 5.78  -0.509
C -3.91 -3.30 6.16  -0.630
C -3.45 -4.41 5.38  -0.354
C -2.61 -4.30 4.29  -0.567
C -2.20 -2.98 3.91  0.160
Si -1.29 -2.22 2.42  0.311
C -2.25 -2.75 0.89  -1.056
C 0.44 -2.96 2.56  -1.061
H -0.75 1.62 4.13  0.280
H 0.19 0.15 4.65  0.314
H -1.16 0.66 5.66  0.329
H -3.27 1.12 2.12  0.368
H -4.01 1.18 3.79  0.342
H -4.32 -0.16 2.67  0.311
H -3.92 -1.11 6.24  0.345
H -4.56 -3.51 6.96  0.467
H -3.80 -5.42 5.62  0.331
H -2.33 -5.17 3.67  0.361
H -3.27 -2.44 1.06  0.306
H -2.23 -3.84 0.77  0.328
H -1.86 -2.18 0.03  0.313
H 1.08 -2.17 3.06  0.261
H 0.85 -3.24 1.58  0.308
H 0.31 -3.84 3.24  0.346
Se 5.34 -1.13 -7.06  0.206
N 3.54 -0.74 -6.92  -0.831
C 3.32 -0.17 -5.78  0.828
C 2.03 0.28 -5.35  0.192
C 0.84 -0.02 -6.08  -0.787
C -0.33 0.39 -5.52  -0.883
C -0.33 0.97 -4.25  0.033
N 0.76 1.23 -3.52  -0.075
C 1.95 0.91 -4.11  -0.058
C 3.05 0.87 -3.19  0.623
N 2.67 1.36 -1.98  0.065
C 3.55 1.31 -0.95  -0.121
C 4.88 0.97 -1.19  -0.785
C 5.33 0.56 -2.48  -0.597
C 4.38 0.47 -3.49  0.084
C 4.52 -0.06 -4.87  0.845
N 5.63 -0.50 -5.39  -0.844
H 0.89 -0.46 -7.04  0.521
H -1.26 0.09 -5.93  0.385
H -1.30 1.31 -3.85  0.462
H 3.18 1.50 0.06  0.449
H 5.55 1.05 -0.36  0.380
H 6.37 0.31 -2.65  0.536
C -0.60 4.27 0.37  -1.249
C -0.23 3.67 -0.91  0.931
C -0.50 4.54 -2.09  -1.085
O 0.35 2.51 -0.94  -0.071
H -0.23 3.65 1.20  0.214
H -1.68 4.32 0.51  0.309
H -0.19 5.25 0.34  0.390
H -0.89 3.98 -2.95  0.254
H 0.50 4.91 -2.46  0.231
H -1.19 5.30 -1.86  0.387

Energy   -115890.9771 eV



The following is a DFT calculation (ωB97M-V with the def2-TZVPD basis set) of a structure of composition C25H28BrCaN11OPS.

Last column: Mulliken charge in e.
Geometry (Å):
Ca 0.27 -0.08 0.57  1.961
C 4.63 -1.19 2.12  -1.697
C 3.44 -0.71 1.34  0.429
N 2.23 -0.99 1.68  0.869
N 2.14 -1.86 2.73  -1.583
C 1.02 -1.81 3.41  0.489
N 0.89 -2.76 4.38  -0.440
S -0.31 -0.73 3.25  -0.412
C 3.65 0.14 0.15  0.702
C 4.89 0.18 -0.49  -1.037
C 5.09 1.02 -1.57  -0.545
C 4.04 1.83 -1.98  -0.861
C 2.83 1.71 -1.31  -0.150
N 2.62 0.88 -0.29  0.317
H 4.40 -1.14 3.18  0.407
H 5.52 -0.60 1.92  0.512
H 4.84 -2.24 1.91  0.287
H 1.72 -3.27 4.63  0.253
H 0.19 -2.62 5.08  0.224
H 5.69 -0.46 -0.15  0.452
H 6.04 1.05 -2.07  0.439
H 4.14 2.52 -2.80  0.446
H 1.98 2.30 -1.62  0.161
C -3.79 -4.15 -1.03  -0.777
N -2.62 -3.63 -0.35  0.157
C -1.90 -4.29 0.61  -0.498
C -0.87 -3.47 0.96  -0.738
N -0.95 -2.31 0.24  0.294
C -2.01 -2.43 -0.54  -0.225
P -2.64 -1.19 -1.70  -0.534
C -1.08 -0.75 -2.53  -0.454
N 0.11 -0.50 -1.99  0.497
C 0.99 -0.40 -3.02  -0.705
C 0.33 -0.57 -4.21  -0.576
N -0.98 -0.80 -3.89  0.155
C -2.03 -1.10 -4.84  -0.797
C -2.91 0.20 -0.56  -0.209
N -2.15 0.57 0.46  0.423
C -2.84 1.53 1.13  -0.834
C -4.04 1.75 0.50  -0.579
N -4.08 0.90 -0.56  0.242
C -5.20 0.76 -1.48  -0.795
H -4.12 -5.04 -0.51  0.313
H -3.55 -4.41 -2.06  0.300
H -4.59 -3.41 -1.02  0.292
H -2.19 -5.27 0.95  0.427
H -0.09 -3.62 1.69  0.526
H 2.04 -0.21 -2.87  0.541
H 0.66 -0.55 -5.23  0.435
H -1.65 -0.91 -5.84  0.320
H -2.90 -0.46 -4.66  0.299
H -2.33 -2.14 -4.77  0.312
H -2.44 2.01 2.01  0.510
H -4.85 2.42 0.72  0.449
H -5.94 1.50 -1.23  0.314
H -5.64 -0.23 -1.39  0.305
H -4.87 0.91 -2.50  0.305
O 1.16 6.14 2.86  -0.534
C 0.94 4.89 2.45  0.913
C 1.22 3.76 3.22  -0.726
C 0.95 2.52 2.69  -0.936
N 0.44 2.33 1.47  0.682
C 0.19 3.42 0.76  0.007
Br -0.55 3.15 -0.98  -0.116
C 0.40 4.72 1.17  -0.671
H 1.53 6.15 3.75  0.309
H 1.63 3.85 4.21  0.353
H 1.12 1.61 3.26  0.294
H 0.16 5.56 0.55  0.509

Energy   -153423.6011 eV
Charge   +1